Entry 1:
DFT (ωB97M-V/def2-TZVPD) results for a structure of composition C29H37IN7O3PSn.

Results
Gap between HOMO and LUMO (alpha / beta) (eV): 5.42 / 5.39
Total charge: 0
E_HOMO (alpha / beta) (eV): -6.7 / -6.7
E_LUMO (alpha / beta) (eV): -1.28 / -1.30
Relative energy (zero: lowest compared OMol25 entry of this formula, charge and spin) (kJ/mol): 153.8

Element x y z (Å)
Sn: -1.76 -0.32 0.00
C: 7.58 3.27 -5.47
O: 6.17 3.37 -5.54
C: 5.53 3.97 -4.51
C: 4.13 3.95 -4.57
C: 3.38 4.48 -3.55
C: 4.01 5.08 -2.45
C: 5.39 5.18 -2.44
C: 6.15 4.60 -3.44
N: 3.26 5.74 -1.43
N: 2.24 5.27 -0.90
C: 1.83 3.92 -0.95
C: 2.68 2.83 -1.05
C: 2.22 1.52 -0.94
C: 0.87 1.23 -0.76
O: 0.43 0.02 -0.65
C: -0.02 2.35 -0.65
N: -1.33 2.06 -0.45
C: -2.19 3.04 -0.30
C: -1.82 4.39 -0.36
C: -0.50 4.71 -0.57
C: 0.45 3.68 -0.72
H: 7.88 2.69 -6.34
H: 7.89 2.74 -4.57
H: 8.06 4.25 -5.51
H: 3.66 3.50 -5.44
H: 2.30 4.46 -3.60
H: 5.87 5.69 -1.61
H: 7.23 4.66 -3.39
H: 3.74 3.01 -1.16
H: 2.91 0.69 -0.98
H: -3.21 2.76 -0.10
H: -2.57 5.16 -0.25
H: -0.17 5.74 -0.63
N: -1.82 0.02 1.96
C: -0.90 0.41 2.88
C: -1.15 0.11 4.24
C: -0.35 0.61 5.25
C: 0.77 1.38 4.96
C: 1.09 1.62 3.63
C: 0.28 1.15 2.61
H: -2.02 -0.49 4.47
H: -0.59 0.39 6.29
H: 1.39 1.77 5.76
H: 1.99 2.18 3.38
H: 0.54 1.33 1.58
I: -5.01 -1.16 -1.75
C: -3.84 0.35 -0.85
H: -3.55 1.05 -1.62
H: -4.39 0.80 -0.04
C: -4.14 -6.21 0.37
N: -3.35 -5.14 -0.23
C: -2.72 -5.50 -1.50
P: -2.50 -4.03 0.68
O: -2.14 -2.85 -0.16
N: -3.54 -3.76 1.97
C: -4.74 -3.02 1.53
C: -2.89 -3.05 3.09
N: -1.13 -4.75 1.27
C: -1.24 -5.81 2.26
C: 0.14 -4.03 1.29
H: -5.00 -6.41 -0.27
H: -4.49 -5.89 1.35
H: -3.56 -7.13 0.47
H: -3.49 -5.71 -2.24
H: -2.07 -6.37 -1.40
H: -2.13 -4.65 -1.84
H: -5.11 -3.44 0.60
H: -4.51 -1.96 1.36
H: -5.51 -3.10 2.29
H: -2.08 -3.65 3.50
H: -3.64 -2.90 3.87
H: -2.49 -2.07 2.79
H: -2.28 -6.10 2.39
H: -0.86 -5.48 3.23
H: -0.66 -6.68 1.95
H: 0.10 -3.20 0.59
H: 0.95 -4.71 1.00
H: 0.37 -3.63 2.29

***

Entry 2:
DFT (ωB97M-V/def2-TZVPD) results for a structure of composition C29H37LuNO5PS3Si.

Results
Gap between HOMO and LUMO (eV): 7.80
Total charge: 0
E_HOMO (eV): -8.1
E_LUMO (eV): -0.28
Relative energy (zero: lowest compared OMol25 entry of this formula, charge and spin) (kJ/mol): 0.0

Element x y z (Å)
Lu: 0.85 -0.53 0.71
O: 1.40 0.22 4.73
C: 1.38 -0.30 3.65
O: 0.98 0.28 2.58
C: 1.64 -1.82 3.53
C: 1.89 -2.68 4.62
C: 2.09 -4.02 4.32
C: 1.94 -4.51 3.04
C: 1.56 -3.62 2.00
N: 1.49 -2.30 2.25
H: 2.01 -2.17 5.58
H: 2.38 -4.68 5.14
H: 2.14 -5.56 2.85
H: 1.47 -3.93 0.97
O: -0.41 1.09 -0.08
S: -0.70 2.34 -0.78
C: -1.83 3.15 0.38
C: -1.82 2.83 1.77
C: -2.59 3.55 2.63
C: -3.43 4.56 2.19
C: -3.49 4.81 0.81
C: -2.61 4.18 -0.07
C: 0.68 3.48 -0.54
C: 1.11 4.39 -1.56
C: 2.23 5.17 -1.32
C: 2.92 5.09 -0.13
C: 2.41 4.39 0.92
C: 1.36 3.54 0.69
H: -1.35 1.93 2.09
H: -2.70 3.33 3.67
H: -4.05 5.15 2.83
H: -4.18 5.51 0.40
H: -2.89 4.25 -1.10
H: 0.57 4.48 -2.45
H: 2.56 5.72 -2.19
H: 3.88 5.48 -0.21
H: 2.96 4.31 1.86
H: 1.10 2.87 1.53
C: 0.11 -3.20 -2.29
C: 0.36 -1.77 -2.64
C: -0.94 -0.99 -2.75
O: 1.16 -1.15 -1.55
P: 2.55 -0.45 -1.92
S: 3.63 -1.46 -3.16
S: 3.36 -0.22 -0.11
O: 1.91 0.94 -2.57
C: 2.63 2.08 -3.13
C: 2.92 1.68 -4.55
C: 3.79 2.45 -2.22
H: -0.06 -3.71 -3.22
H: -0.77 -3.33 -1.63
H: 1.05 -3.55 -1.86
H: 1.01 -1.65 -3.49
H: -1.59 -1.14 -1.93
H: -1.52 -1.29 -3.71
H: -0.82 0.11 -2.73
H: 1.87 2.85 -3.19
H: 3.67 0.89 -4.47
H: 3.43 2.50 -4.96
H: 2.06 1.23 -5.06
H: 4.53 1.65 -2.30
H: 3.43 2.63 -1.21
H: 4.27 3.35 -2.65
C: -4.65 -3.80 -0.72
Si: -3.48 -3.78 0.77
C: -4.66 -3.22 2.18
C: -2.58 -5.34 1.03
C: -2.13 -2.60 0.59
C: -1.07 -1.96 0.51
H: -5.33 -4.66 -0.62
H: -4.11 -3.96 -1.70
H: -5.17 -2.84 -0.83
H: -4.97 -4.07 2.83
H: -5.62 -2.78 1.92
H: -4.14 -2.54 2.84
H: -3.24 -6.20 1.16
H: -1.94 -5.21 1.88
H: -1.87 -5.49 0.20

***

Entry 3:
DFT (ωB97M-V/def2-TZVPD) results for a structure of composition C29H37N3O2P2Ti.

Results
Gap between HOMO and LUMO (alpha / beta) (eV): 6.53 / 6.81
Total charge: 0
E_HOMO (alpha / beta) (eV): -7.2 / -8.1
Multiplicity: 3
E_LUMO (alpha / beta) (eV): -0.64 / -1.34
Relative energy (zero: lowest compared OMol25 entry of this formula, charge and spin) (kJ/mol): 108.1

Element x y z (Å)
Ti: 0.09 -0.08 0.29
C: 2.82 0.31 -3.19
C: 1.94 -0.89 -3.39
C: 1.80 -1.43 -4.66
C: 1.00 -2.54 -4.88
C: 0.33 -3.12 -3.82
C: 0.46 -2.61 -2.53
C: -0.21 -3.31 -1.38
C: 1.26 -1.49 -2.31
N: 1.41 -0.95 -1.00
C: 2.68 -1.06 -0.51
O: 3.58 -1.77 -0.95
C: 2.91 -0.14 0.65
C: 4.11 0.04 1.30
C: 4.18 0.98 2.32
C: 3.04 1.68 2.68
C: 1.87 1.43 1.99
N: 1.82 0.57 0.97
C: 0.56 2.12 2.20
O: 0.43 3.05 2.99
N: -0.39 1.58 1.40
C: -1.58 2.37 1.27
C: -1.63 3.36 0.28
C: -0.39 3.76 -0.48
C: -2.81 4.07 0.10
C: -3.90 3.86 0.92
C: -3.80 2.96 1.97
C: -2.64 2.22 2.17
C: -2.50 1.33 3.38
H: 2.88 0.91 -4.10
H: 3.83 -0.01 -2.93
H: 2.46 0.94 -2.37
H: 2.34 -0.97 -5.48
H: 0.92 -2.96 -5.87
H: -0.28 -3.99 -3.99
H: -0.38 -4.36 -1.62
H: -1.17 -2.85 -1.14
H: 0.41 -3.26 -0.49
H: 4.96 -0.55 0.99
H: 5.12 1.16 2.84
H: 3.03 2.42 3.47
H: 0.25 2.90 -0.72
H: 0.21 4.42 0.16
H: -0.64 4.30 -1.39
H: -2.86 4.82 -0.68
H: -4.81 4.43 0.78
H: -4.63 2.84 2.66
H: -3.35 1.47 4.05
H: -1.59 1.61 3.92
H: -2.44 0.28 3.12
C: -0.60 1.05 -3.38
P: -1.38 0.72 -1.75
C: -2.72 -0.36 -2.40
C: -1.77 -1.09 0.81
C: -1.36 -2.24 1.76
P: 0.44 -2.04 2.15
C: 0.85 -3.74 2.72
C: 0.38 -1.20 3.78
H: -1.30 1.63 -3.98
H: -0.38 0.11 -3.90
H: 0.32 1.62 -3.28
H: -2.31 -1.29 -2.80
H: -3.21 0.18 -3.21
H: -3.46 -0.57 -1.63
H: -2.42 -1.50 0.03
H: -2.35 -0.34 1.34
H: -1.47 -3.21 1.26
H: -1.95 -2.28 2.68
H: 0.13 -4.07 3.46
H: 1.85 -3.75 3.16
H: 0.85 -4.43 1.87
H: -0.28 -1.74 4.47
H: 0.04 -0.18 3.67
H: 1.39 -1.18 4.21

***

Entry 4:
DFT (ωB97M-V/def2-TZVPD) results for a cluster of 2 separate species, C29H37N4O in total.

Results
Gap between HOMO and LUMO (eV): 6.00
Total charge: +1
E_HOMO (eV): -10.1
E_LUMO (eV): -4.07
Relative energy (zero: lowest compared OMol25 entry of this formula, charge and spin) (kJ/mol): 0.0

Element x y z (Å)
C: 1.15 1.75 2.70
C: -0.22 1.30 2.40
N: -1.03 0.84 3.39
C: -0.62 0.61 4.77
C: -2.32 0.62 2.89
C: -2.32 0.99 1.52
C: -3.56 1.06 0.88
C: -4.69 0.53 1.51
C: -4.63 0.01 2.81
C: -3.42 0.08 3.54
C: -0.95 1.38 1.17
C: -0.41 1.85 -0.05
C: -1.13 2.04 -1.26
C: -1.29 3.21 -2.07
C: -0.85 4.59 -1.80
N: -2.17 2.92 -3.07
C: -2.63 3.89 -4.05
C: -2.59 1.59 -3.00
C: -1.91 1.00 -1.90
C: -2.12 -0.33 -1.57
C: -2.99 -1.09 -2.36
C: -3.65 -0.50 -3.46
C: -3.44 0.85 -3.81
H: 1.60 2.16 1.79
H: 1.19 2.52 3.49
H: 1.75 0.89 3.03
H: -1.47 0.17 5.30
H: 0.23 -0.08 4.82
H: -0.34 1.55 5.27
H: -3.63 1.49 -0.11
H: -5.64 0.51 0.97
H: -5.51 -0.44 3.26
H: -3.34 -0.29 4.56
H: 0.61 2.25 0.00
H: -0.24 4.63 -0.90
H: -0.25 4.98 -2.64
H: -1.70 5.28 -1.68
H: -3.28 3.36 -4.74
H: -3.19 4.71 -3.58
H: -1.80 4.33 -4.63
H: -1.56 -0.74 -0.73
H: -3.15 -2.14 -2.12
H: -4.31 -1.12 -4.06
H: -3.89 1.30 -4.70
C: 6.70 -1.54 2.39
C: 5.62 -2.08 1.47
C: 4.22 -1.68 1.93
N: 3.16 -2.30 1.14
C: 2.42 -1.62 0.24
C: 1.47 -2.49 -0.57
C: 2.07 -3.80 -1.15
C: 1.40 -3.94 -2.52
C: 0.90 -2.51 -2.91
N: 1.00 -1.74 -1.69
O: 2.52 -0.40 0.04
H: 7.69 -1.82 2.02
H: 6.66 -0.44 2.45
H: 6.59 -1.95 3.39
H: 5.77 -1.72 0.44
H: 5.66 -3.18 1.45
H: 4.08 -1.99 2.98
H: 4.08 -0.59 1.86
H: 3.00 -3.29 1.29
H: 0.62 -2.77 0.10
H: 3.16 -3.71 -1.26
H: 1.84 -4.63 -0.48
H: 2.11 -4.33 -3.26
H: 0.54 -4.62 -2.44
H: 1.55 -2.11 -3.71
H: -0.14 -2.55 -3.29
H: 0.99 -0.74 -1.69

***

Taking the records one at a time from the top gives largest force on an atom values of 2.079 3.097 3.441 1.770 eV Å⁻¹.
Taking the records one at a time from the top gives E_tot values of -70465.4971 -125698.3916 -80933.0897 -38676.4899 eV.